1.
Computed, not measured: the molecule C6H12 at a distorted geometry, with wB97M-V/def2-TZVPD.

The gap between HOMO and LUMO comes out at 11.496 eV. As for the SMILES: CC1CCCC1. As for the energy above the lowest of the compared OMol25 structures with the same formula, charge and spin: 56.80 kcal per mole. The value obtained for the total energy is -6414.47769 eV. As for the LUMO energy: 1.2278 eV. As for the HOMO energy: -10.268 eV.

The geometry in ORCA input format:
```
! wB97M-V def2-TZVPD RIJCOSX def2/J DEFGRID3
* xyz 0 1
C -1.766 0.052 0.774
C -0.862 -0.257 -0.427
C 0.474 -1.231 0.281
C 1.387 -0.043 0.639
C 1.287 0.542 -0.769
C -0.141 0.985 -0.997
H -1.206 0.595 1.546
H -2.115 -0.892 1.198
H -2.662 0.655 0.557
H -1.462 -0.746 -1.209
H 1.220 -1.983 -0.116
H -0.068 -1.799 1.015
H 0.987 0.547 1.468
H 2.438 -0.273 0.869
H 2.058 1.276 -1.058
H 1.136 -0.513 -1.232
H -0.402 1.911 -0.468
H -0.305 1.176 -2.070
*
```

Atom charges from the Löwdin analysis, given in e for atoms 1 to 5: atom 1 (C): -0.105, atom 2 (C): -0.267, atom 3 (C): -0.146, atom 4 (C): -0.220, atom 5 (C): -0.232

---

2.
Computed, not measured: a cluster of 2 separate species, C3H5BrFN in total at a distorted geometry, with wB97M-V/def2-TZVPD.

The gap between HOMO and LUMO (alpha / beta) comes out at 7.176 / 7.742 eV. As for the energy above the lowest of the compared OMol25 structures with the same formula, charge and spin: 35.75 kcal per mole. The value obtained for the total energy is -77435.61704 eV. As for the LUMO energy (alpha / beta): 0.7925 / -3.1558 eV. As for the HOMO energy (alpha / beta): -6.384 / -10.898 eV.

The geometry in ORCA input format:
```
! wB97M-V def2-TZVPD RIJCOSX def2/J DEFGRID3
* xyz 0 3
C -0.963 0.950 0.252
C -0.517 0.232 -0.775
C -0.555 -1.212 -0.764
N -0.138 -1.844 -1.777
F -0.204 -3.229 -1.633
Br 3.662 -0.557 -0.585
H -0.935 2.027 0.252
H -1.382 0.476 1.124
H -0.095 0.688 -1.658
H 3.327 -1.718 0.128
H -0.943 -1.708 0.126
*
```

Atom charges from the Löwdin analysis, given in e for atoms 1 to 5: atom 1 (C): 0.010, atom 2 (C): -0.144, atom 3 (C): -0.198, atom 4 (N): 0.044, atom 5 (F): -0.079

---

3.
Computed, not measured: a structure of composition C6H15CsNO4S at a distorted geometry, with wB97M-V/def2-TZVPD.

The gap between HOMO and LUMO comes out at 4.159 eV. As for the energy above the lowest of the compared OMol25 structures with the same formula, charge and spin: 17.25 kcal per mole. The value obtained for the total energy is -27529.49246 eV. As for the LUMO energy: 1.4458 eV. As for the HOMO energy: -2.713 eV.

The geometry in ORCA input format:
```
! wB97M-V def2-TZVPD RIJCOSX def2/J DEFGRID3
* xyz -1 1
Cs 0.772 1.880 -1.554
S 0.996 1.551 -5.392
O -0.205 2.339 -4.951
O 1.828 2.303 -6.358
O 1.828 1.307 -4.157
O 0.552 0.258 -5.955
C -1.358 -1.032 -0.917
C -1.441 -0.651 0.565
N -0.257 -0.046 1.168
C 0.886 -0.941 1.214
C 0.536 -2.346 1.735
C -0.560 0.683 2.398
C 0.420 1.809 2.693
H -0.688 -1.860 -1.155
H -1.123 -0.185 -1.551
H -2.357 -1.394 -1.165
H -2.251 0.080 0.633
H -1.784 -1.545 1.108
H 1.315 -0.982 0.210
H 1.659 -0.552 1.879
H -0.042 -2.244 2.659
H -0.032 -2.929 1.018
H 1.443 -2.875 2.030
H -0.590 -0.001 3.266
H -1.563 1.092 2.290
H -0.014 2.507 3.408
H 0.674 2.351 1.780
H 1.355 1.423 3.100
*
```

Atom charges from the Löwdin analysis, given in e for atoms 1 to 5: atom 1 (Cs): 1.021, atom 2 (S): 0.153, atom 3 (O): -0.529, atom 4 (O): -0.457, atom 5 (O): -0.692

---

4.
Computed, not measured: a cluster of 2 separate species, C2H9N2O in total at a distorted geometry, with wB97M-V/def2-TZVPD.

The gap between HOMO and LUMO (alpha / beta) comes out at 5.829 / 6.134 eV. As for the energy above the lowest of the compared OMol25 structures with the same formula, charge and spin: 168.71 kcal per mole. The value obtained for the total energy is -7221.13411 eV. As for the LUMO energy (alpha / beta): -14.7596 / -14.7402 eV. As for the HOMO energy (alpha / beta): -20.588 / -20.874 eV.

The geometry in ORCA input format:
```
! wB97M-V def2-TZVPD RIJCOSX def2/J DEFGRID3
* xyz 2 2
C -0.813 0.002 -1.499
N 0.389 -2.010 0.344
C 0.483 -0.583 0.482
N -0.652 0.139 -0.104
H -1.582 -0.786 -1.725
H -1.263 0.958 -1.802
H 0.032 -0.328 -2.119
H -0.547 -2.435 0.280
H 0.533 -0.366 1.570
H 1.446 -0.172 0.118
H 0.309 3.092 0.461
H 1.204 -2.638 0.399
H -0.135 1.555 0.375
O 0.504 2.171 0.755
*
```

Atom charges from the Löwdin analysis, given in e for atoms 1 to 5: atom 1 (C): 0.026, atom 2 (N): 0.403, atom 3 (C): -0.133, atom 4 (N): 0.193, atom 5 (H): 0.212

---

5.
Computed, not measured: the molecule C16H13ClN2O3S at a distorted geometry, with wB97M-V/def2-TZVPD.

The gap between HOMO and LUMO comes out at 7.939 eV. As for the SMILES: Cc1ccc(S(=O)(=O)Nc2cc(Cl)c(O)c3ncccc23)cc1. As for the energy above the lowest of the compared OMol25 structures with the same formula, charge and spin: 0.00 kcal per mole. The value obtained for the total energy is -49283.66846 eV. As for the LUMO energy: -0.3638 eV. As for the HOMO energy: -8.303 eV.

The geometry in ORCA input format:
```
! wB97M-V def2-TZVPD RIJCOSX def2/J DEFGRID3
* xyz 0 1
C 0.491 -0.451 4.205
C -0.335 -0.633 2.971
C -1.507 0.093 2.786
C -2.230 -0.023 1.611
C -1.786 -0.885 0.629
S -2.532 -0.799 -0.993
O -2.170 -1.941 -1.767
O -3.905 -0.403 -0.914
N -1.709 0.559 -1.610
C -0.341 0.578 -1.314
C 0.462 -0.366 -1.913
C 1.815 -0.489 -1.579
Cl 2.765 -1.699 -2.347
C 2.391 0.327 -0.627
O 3.681 0.215 -0.263
C 1.580 1.307 0.002
N 2.184 2.058 0.946
C 1.481 2.956 1.578
C 0.121 3.191 1.321
C -0.509 2.443 0.361
C 0.208 1.453 -0.339
C -0.645 -1.644 0.804
C 0.077 -1.515 1.976
H 0.901 -1.401 4.540
H 1.327 0.215 3.989
H -0.095 -0.014 5.009
H -1.847 0.766 3.560
H -3.135 0.539 1.444
H -2.213 1.397 -1.364
H 0.023 -1.042 -2.628
H 3.840 0.901 0.408
H 2.009 3.529 2.329
H -0.407 3.952 1.872
H -1.554 2.615 0.144
H -0.341 -2.319 0.020
H 0.977 -2.094 2.117
*
```

Atom charges from the Löwdin analysis, given in e for atoms 1 to 5: atom 1 (C): -0.040, atom 2 (C): -0.263, atom 3 (C): -0.031, atom 4 (C): -0.063, atom 5 (C): -0.283

---

6.
Computed, not measured: a structure of composition CH5ClO2SSi at a distorted geometry, with wB97M-V/def2-TZVPD.

The gap between HOMO and LUMO comes out at 7.534 eV. As for the energy above the lowest of the compared OMol25 structures with the same formula, charge and spin: 77.93 kcal per mole. The value obtained for the total energy is -36445.93465 eV. As for the LUMO energy: -1.9070 eV. As for the HOMO energy: -9.441 eV.

The geometry in ORCA input format:
```
! wB97M-V def2-TZVPD RIJCOSX def2/J DEFGRID3
* xyz 0 1
C -1.354 0.960 -0.105
O 2.807 -0.945 1.348
O 2.132 -1.100 -1.095
Si -0.960 -0.844 -0.148
S 1.884 -0.590 0.237
Cl 2.060 1.652 0.091
H -0.879 1.614 0.562
H -1.425 1.450 -1.034
H -2.372 1.139 0.369
H -0.361 -1.797 -1.223
H -1.531 -1.540 0.998
*
```

Atom charges from the Löwdin analysis, given in e for atoms 1 to 5: atom 1 (C): -0.298, atom 2 (O): -0.470, atom 3 (O): -0.512, atom 4 (Si): 0.868, atom 5 (S): 0.360

---

Copy entry 6 word for word.
Computed, not measured: a structure of composition CH5ClO2SSi at a distorted geometry, with wB97M-V/def2-TZVPD.

The gap between HOMO and LUMO comes out at 7.534 eV. As for the energy above the lowest of the compared OMol25 structures with the same formula, charge and spin: 77.93 kcal per mole. The value obtained for the total energy is -36445.93465 eV. As for the LUMO energy: -1.9070 eV. As for the HOMO energy: -9.441 eV.

The geometry in ORCA input format:
```
! wB97M-V def2-TZVPD RIJCOSX def2/J DEFGRID3
* xyz 0 1
C -1.354 0.960 -0.105
O 2.807 -0.945 1.348
O 2.132 -1.100 -1.095
Si -0.960 -0.844 -0.148
S 1.884 -0.590 0.237
Cl 2.060 1.652 0.091
H -0.879 1.614 0.562
H -1.425 1.450 -1.034
H -2.372 1.139 0.369
H -0.361 -1.797 -1.223
H -1.531 -1.540 0.998
*
```

Atom charges from the Löwdin analysis, given in e for atoms 1 to 5: atom 1 (C): -0.298, atom 2 (O): -0.470, atom 3 (O): -0.512, atom 4 (Si): 0.868, atom 5 (S): 0.360

---

Q: Look up the energy above the lowest of the compared OMol25 structures with the same formula, charge and spin of the first one.
A: 56.80 kcal per mole

---

Q: Look up the energy above the lowest of the compared OMol25 structures with the same formula, charge and spin of the third one.
A: 17.25 kcal per mole